{
  "formula": "C21H30ClN3O2",
  "method": "the ωB97M-V functional and the def2-TZVPD basis",
  "smiles": "Cc1ccc(CC(=O)NCC(C)(C)NC(=O)[C@H]2CCN3CC[C@H]2C3)c(Cl)c1",
  "lumo_energy_ev": 0.62,
  "gap_ev": 9.36,
  "charge": 0,
  "e_above_lowest_kcal_mol": 3.4,
  "largest_force_ev_per_a": 0.4,
  "elements": ["C", "C", "C", "C", "C", "C", "C", "O", "N", "C", "C", "C", "C", "N", "C", "O", "C", "C", "C", "N", "C", "C", "C", "C", "C", "Cl", "C", "H", "H", "H", "H", "H", "H", "H", "H", "H", "H", "H", "H", "H", "H", "H", "H", "H", "H", "H", "H", "H", "H", "H", "H", "H", "H", "H", "H", "H", "H"],
  "positions_angstrom": [[-1.050, 6.029, -1.646], [-0.480, 5.377, -0.416], [-1.308, 4.865, 0.577], [-0.774, 4.223, 1.683], [0.599, 4.057, 1.845], [1.162, 3.305, 3.018], [1.660, 1.893, 2.702], [2.478, 1.341, 3.417], [1.107, 1.323, 1.610], [1.467, 0.014, 1.121], [2.544, 0.038, 0.026], [3.863, 0.564, 0.582], [2.716, -1.392, -0.489], [2.183, 0.903, -1.118], [1.016, 1.511, -1.428], [-0.057, 1.265, -0.888], [1.045, 2.533, -2.562], [2.410, 3.076, -3.010], [3.110, 2.190, -4.056], [2.212, 1.672, -5.091], [1.462, 2.756, -5.746], [0.182, 3.004, -4.897], [0.282, 1.959, -3.773], [1.150, 0.891, -4.447], [1.411, 4.576, 0.840], [3.140, 4.397, 0.949], [0.893, 5.233, -0.263], [-1.950, 6.597, -1.411], [-0.329, 6.703, -2.107], [-1.324, 5.273, -2.387], [-2.382, 4.965, 0.483], [-1.437, 3.829, 2.444], [2.007, 3.828, 3.462], [0.399, 3.207, 3.793], [0.429, 1.826, 1.058], [1.871, -0.561, 1.955], [0.571, -0.476, 0.748], [4.201, -0.061, 1.407], [4.632, 0.553, -0.196], [3.754, 1.582, 0.952], [3.007, -2.060, 0.323], [1.783, -1.755, -0.922], [3.491, -1.432, -1.257], [2.989, 1.259, -1.606], [0.455, 3.359, -2.160], [2.239, 4.059, -3.456], [3.064, 3.262, -2.152], [3.908, 2.758, -4.539], [3.588, 1.322, -3.593], [2.091, 3.642, -5.844], [1.193, 2.432, -6.752], [0.128, 4.022, -4.506], [-0.715, 2.836, -5.494], [-0.689, 1.592, -3.444], [0.583, 0.355, -5.214], [1.571, 0.156, -3.759], [1.572, 5.625, -1.011]]
}

=====

{
  "formula": "C32H45BrN8S3Sc",
  "method": "the ωB97M-V functional and the def2-TZVPD basis",
  "lumo_energy_ev": -2.22,
  "gap_ev": 6.32,
  "charge": 1,
  "e_above_lowest_kcal_mol": 15.0,
  "largest_force_ev_per_a": 0.9,
  "elements": ["Sc", "C", "C", "S", "C", "C", "S", "H", "H", "H", "H", "H", "H", "S", "C", "C", "C", "N", "C", "C", "C", "C", "C", "N", "C", "C", "H", "H", "H", "H", "H", "H", "H", "H", "C", "C", "N", "C", "N", "C", "C", "C", "N", "C", "H", "H", "H", "H", "H", "H", "H", "H", "H", "H", "H", "H", "H", "Br", "C", "C", "C", "C", "C", "N", "H", "H", "H", "H", "C", "C", "N", "C", "C", "C", "C", "N", "H", "H", "H", "H", "H", "H", "H", "H", "H", "H", "H", "H", "H", "H"],
  "positions_angstrom": [[-0.484, 1.060, -0.698], [-0.645, 5.729, 0.544], [-0.950, 4.291, 0.221], [0.462, 3.255, 0.133], [-2.216, 3.872, -0.016], [-3.418, 4.764, 0.112], [-2.652, 2.238, -0.500], [0.425, 5.857, 0.684], [-1.164, 6.051, 1.445], [-0.963, 6.361, -0.284], [-3.156, 5.816, 0.132], [-3.959, 4.517, 1.025], [-4.096, 4.582, -0.719], [0.857, 0.251, 6.118], [0.433, 0.369, 4.386], [0.909, -0.577, 3.490], [0.551, -0.461, 2.159], [-0.210, 0.526, 1.683], [-0.670, 1.424, 2.558], [-0.379, 1.387, 3.911], [-0.661, -0.600, 6.587], [-0.679, -1.984, 6.616], [-1.850, -2.605, 7.031], [-2.934, -1.942, 7.387], [-2.907, -0.623, 7.348], [-1.793, 0.107, 6.950], [1.543, -1.380, 3.828], [0.884, -1.202, 1.440], [-1.295, 2.216, 2.158], [-0.761, 2.143, 4.575], [0.192, -2.558, 6.344], [-1.913, -3.684, 7.092], [-3.813, -0.123, 7.664], [-1.809, 1.185, 6.945], [0.706, -4.707, -0.906], [1.119, -3.521, -1.765], [0.511, -2.334, -1.206], [-0.766, -2.302, -0.709], [-1.278, -1.121, -0.485], [-2.603, -1.064, 0.148], [-2.883, -2.292, 1.005], [-2.683, -3.531, 0.148], [-1.354, -3.489, -0.430], [-0.812, -4.750, -0.894], [1.077, -4.567, 0.110], [1.102, -5.640, -1.304], [0.806, -3.685, -2.807], [2.204, -3.389, -1.754], [0.834, -1.445, -1.571], [-3.371, -0.956, -0.631], [-2.648, -0.163, 0.772], [-3.898, -2.262, 1.398], [-2.183, -2.309, 1.843], [-3.449, -3.582, -0.642], [-2.762, -4.438, 0.757], [-1.187, -4.976, -1.902], [-1.169, -5.536, -0.226], [-0.610, 3.708, -3.152], [-1.434, 2.139, -3.817], [-2.173, 2.236, -4.983], [-2.761, 1.085, -5.477], [-2.550, -0.104, -4.792], [-1.791, -0.092, -3.636], [-1.236, 1.015, -3.126], [-2.284, 3.190, -5.470], [-3.359, 1.122, -6.373], [-2.974, -1.027, -5.153], [-1.611, -1.000, -3.073], [4.844, 0.672, -0.091], [4.257, -0.500, -0.876], [3.704, -0.091, -2.158], [4.575, -0.210, -3.316], [5.513, 0.979, -3.512], [2.483, 0.467, -2.247], [2.032, 1.008, -3.573], [1.623, 0.525, -1.274], [5.061, 0.371, 0.930], [4.137, 1.498, -0.074], [5.770, 1.019, -0.539], [3.469, -0.979, -0.285], [5.022, -1.257, -1.062], [3.948, -0.346, -4.198], [5.170, -1.120, -3.199], [4.968, 1.920, -3.503], [6.019, 0.879, -4.469], [6.268, 1.016, -2.733], [1.657, 0.207, -4.209], [2.824, 1.530, -4.100], [1.229, 1.714, -3.376], [2.020, 0.225, -0.382]]
}

=====

{
  "formula": "C24H54ClN8O5P2",
  "method": "the ωB97M-V functional and the def2-TZVPD basis",
  "lumo_energy_ev": -5.31,
  "gap_ev": 3.90,
  "charge": 1,
  "e_above_lowest_kcal_mol": 94.4,
  "largest_force_ev_per_a": 7.8,
  "elements": ["C", "O", "C", "C", "C", "C", "C", "C", "C", "C", "C", "C", "O", "O", "C", "Cl", "N", "N", "H", "H", "H", "H", "H", "H", "H", "H", "H", "H", "H", "H", "H", "H", "H", "H", "H", "H", "O", "P", "N", "C", "C", "N", "C", "C", "N", "C", "C", "H", "H", "H", "H", "H", "H", "H", "H", "H", "H", "H", "H", "H", "H", "H", "H", "H", "H", "O", "P", "N", "C", "C", "N", "C", "C", "N", "C", "C", "H", "H", "H", "H", "H", "H", "H", "H", "H", "H", "H", "H", "H", "H", "H", "H", "H", "H"],
  "positions_angstrom": [[1.084, -1.784, -2.598], [1.132, -0.516, -1.903], [-0.197, 0.092, -1.835], [-0.112, 1.562, -2.469], [-1.433, 2.027, -3.266], [-1.818, 0.937, -4.400], [-3.130, 0.102, -4.089], [-3.476, -0.979, -5.179], [-4.738, -1.932, -4.989], [-4.141, -3.394, -4.550], [-4.740, -3.931, -3.166], [-6.337, -3.839, -3.080], [-7.023, -4.244, -4.046], [-6.897, -3.283, -1.886], [-2.486, -1.053, -6.405], [-2.738, -2.273, -7.741], [-1.374, -0.158, -6.411], [-1.015, 0.784, -5.548], [2.074, -2.348, -2.571], [0.823, -1.634, -3.714], [0.299, -2.454, -2.082], [-0.537, 0.189, -0.734], [-0.936, -0.613, -2.348], [0.054, 2.310, -1.608], [0.771, 1.662, -3.189], [-2.348, 2.159, -2.573], [-1.219, 3.031, -3.771], [-3.758, 0.277, -3.158], [-5.374, -2.015, -5.939], [-5.338, -1.497, -4.102], [-4.333, -4.116, -5.410], [-2.995, -3.299, -4.422], [-4.224, -3.465, -2.247], [-4.485, -5.059, -3.116], [-6.212, -2.672, -1.522], [-0.754, -0.259, -7.244], [-1.317, -0.508, 1.790], [-2.060, -0.680, 3.133], [-1.653, 0.912, 3.642], [-1.237, 1.385, 4.948], [-2.363, 1.979, 2.936], [-0.913, -1.846, 3.703], [0.330, -1.448, 4.348], [-0.591, -2.887, 2.720], [-2.976, -0.924, 4.625], [-4.281, -0.281, 4.709], [-2.601, -1.625, 5.836], [-2.049, 1.392, 5.683], [-0.857, 2.410, 4.887], [-0.405, 0.820, 5.358], [-3.362, 2.143, 3.364], [-2.491, 1.737, 1.877], [-1.814, 2.923, 2.971], [0.873, -0.690, 3.777], [0.997, -2.305, 4.496], [0.143, -1.085, 5.360], [0.148, -2.539, 1.986], [-1.486, -3.205, 2.178], [-0.183, -3.773, 3.215], [-4.230, 0.644, 5.293], [-5.031, -0.934, 5.165], [-4.654, -0.030, 3.712], [-1.910, -1.034, 6.443], [-2.158, -2.601, 5.633], [-3.471, -1.839, 6.465], [4.393, 1.734, 2.806], [4.253, 2.155, 1.329], [4.383, 0.530, 0.780], [5.098, -0.002, -0.362], [3.214, -0.305, 1.064], [5.787, 2.959, 1.334], [7.030, 2.242, 1.093], [5.994, 3.832, 2.497], [4.026, 2.704, -0.338], [2.719, 2.470, -0.935], [4.976, 3.305, -1.251], [4.629, 0.250, -1.321], [5.149, -1.095, -0.314], [6.138, 0.309, -0.395], [2.428, -0.158, 0.310], [2.786, -0.069, 2.041], [3.472, -1.367, 1.090], [7.117, 1.342, 1.707], [7.902, 2.875, 1.290], [7.129, 1.982, 0.037], [6.305, 3.262, 3.381], [5.079, 4.376, 2.747], [6.766, 4.578, 2.287], [2.731, 1.589, -1.586], [2.377, 3.328, -1.523], [1.964, 2.305, -0.160], [5.659, 2.560, -1.667], [5.555, 4.104, -0.784], [4.475, 3.783, -2.100]]
}

=====

{
  "formula": "C2H4N4",
  "method": "the ωB97M-V functional and the def2-TZVPD basis",
  "smiles": "Nn1ccnn1",
  "lumo_energy_ev": 0.59,
  "gap_ev": 10.23,
  "charge": 0,
  "e_above_lowest_kcal_mol": 81.7,
  "largest_force_ev_per_a": 4.9,
  "elements": ["N", "N", "C", "C", "N", "N", "H", "H", "H", "H"],
  "positions_angstrom": [[-0.813, -1.056, 1.268], [-0.357, -0.225, 0.305], [0.865, -0.255, -0.362], [0.806, 0.803, -1.198], [-0.323, 1.491, -0.991], [-0.992, 0.853, -0.132], [-0.306, -0.581, 2.301], [-1.979, -1.004, 1.248], [1.630, -0.999, -0.341], [1.469, 0.973, -2.097]]
}

=====

{
  "formula": "C2H2O3",
  "method": "the ωB97M-V functional and the def2-TZVPD basis",
  "lumo_energy_ev": -0.94,
  "gap_ev": 9.17,
  "charge": 0,
  "e_above_lowest_kcal_mol": 50.4,
  "largest_force_ev_per_a": 2.4,
  "elements": ["C", "C", "O", "O", "O", "H", "H"],
  "positions_angstrom": [[1.057, -0.256, 0.308], [-0.601, -0.366, -0.210], [1.926, -0.446, -0.467], [0.824, 0.067, 1.457], [-1.255, 0.706, -0.471], [-1.216, -1.074, 0.347], [-0.736, 1.370, -0.964]]
}

=====

{
  "formula": "C46H36N7O2SbSn",
  "method": "the ωB97M-V functional and the def2-TZVPD basis",
  "lumo_energy_ev": -0.51,
  "gap_ev": 6.40,
  "charge": 0,
  "e_above_lowest_kcal_mol": 27.9,
  "largest_force_ev_per_a": 2.0,
  "elements": ["Sn", "N", "C", "N", "C", "N", "N", "C", "C", "C", "C", "C", "C", "N", "C", "C", "C", "C", "C", "C", "H", "H", "H", "H", "H", "H", "H", "H", "H", "H", "H", "O", "C", "C", "C", "C", "C", "C", "C", "N", "N", "C", "O", "C", "C", "C", "C", "C", "C", "H", "H", "H", "H", "H", "H", "H", "H", "H", "H", "C", "C", "C", "C", "C", "C", "Sb", "C", "C", "C", "C", "C", "C", "C", "C", "C", "C", "C", "C", "H", "H", "H", "H", "H", "H", "H", "H", "H", "H", "H", "H", "H", "H", "H"],
  "positions_angstrom": [[-0.588, 1.819, -1.179], [-3.772, -1.612, -0.209], [-3.186, -0.488, -0.664], [-2.387, 0.237, 0.025], [-2.050, -0.135, 1.316], [-1.390, 0.670, 2.066], [-0.906, 1.791, 1.570], [-1.131, 2.908, 2.142], [-0.608, 4.139, 1.593], [-0.629, 5.319, 2.341], [-0.202, 6.494, 1.752], [0.203, 6.466, 0.423], [0.200, 5.247, -0.239], [-0.173, 4.119, 0.331], [-2.564, -1.383, 1.850], [-2.217, -1.875, 3.107], [-2.787, -3.040, 3.579], [-3.717, -3.722, 2.803], [-4.060, -3.257, 1.547], [-3.476, -2.095, 1.058], [-4.380, -2.159, -0.802], [-3.428, -0.165, -1.668], [-1.765, 2.986, 3.028], [-0.965, 5.296, 3.365], [-0.195, 7.417, 2.313], [0.510, 7.364, -0.086], [0.496, 5.170, -1.279], [-1.502, -1.319, 3.692], [-2.514, -3.423, 4.553], [-4.176, -4.622, 3.184], [-4.776, -3.788, 0.941], [-2.457, 2.844, -1.969], [-2.442, 3.775, -2.883], [-3.301, 4.884, -2.740], [-3.303, 5.927, -3.636], [-2.473, 5.894, -4.753], [-1.678, 4.791, -4.961], [-1.631, 3.726, -4.054], [-0.827, 2.590, -4.400], [-0.376, 1.706, -3.575], [0.259, 0.644, -4.133], [0.650, -0.269, -3.286], [0.522, -0.193, -2.013], [1.280, -1.466, -3.887], [1.379, -1.594, -5.272], [1.986, -2.703, -5.829], [2.495, -3.705, -5.015], [2.392, -3.590, -3.637], [1.786, -2.480, -3.079], [-3.941, 4.900, -1.869], [-3.950, 6.779, -3.471], [-2.458, 6.720, -5.449], [-1.043, 4.741, -5.835], [-0.610, 2.441, -5.460], [0.980, -0.810, -5.897], [2.066, -2.793, -6.904], [2.972, -4.572, -5.455], [2.788, -4.370, -2.999], [1.698, -2.384, -2.006], [5.394, -3.930, 2.119], [4.994, -2.949, 3.009], [4.048, -2.009, 2.630], [3.484, -2.047, 1.365], [3.909, -3.021, 0.472], [4.853, -3.961, 0.844], [1.918, -0.693, 0.676], [1.650, 0.177, 2.648], [1.213, -0.519, 3.762], [1.098, 0.117, 4.986], [1.426, 1.456, 5.109], [1.879, 2.153, 4.003], [1.989, 1.514, 2.782], [0.530, -2.353, 0.771], [0.689, -3.422, 1.640], [-0.074, -4.568, 1.498], [-1.015, -4.660, 0.488], [-1.189, -3.596, -0.377], [-0.418, -2.457, -0.232], [6.131, -4.665, 2.415], [5.422, -2.914, 4.002], [3.745, -1.242, 3.331], [3.492, -3.044, -0.527], [5.174, -4.716, 0.140], [0.968, -1.569, 3.679], [0.765, -0.434, 5.855], [1.331, 1.949, 6.065], [2.150, 3.194, 4.099], [2.335, 2.070, 1.919], [1.440, -3.381, 2.417], [0.086, -5.405, 2.163], [-1.596, -5.562, 0.369], [-1.917, -3.653, -1.176], [-0.531, -1.645, -0.930]]
}